Entry 1:
C31H36N6O2Rh | the ωB97M-V functional and the def2-TZVPD basis

The geometry in XYZ format:
```
76
Properties=species:S:1:pos:R:3:forces:R:3:mulliken_charge:R:1
Rh -0.672 -0.507 -0.304 0.51 -0.19 0.04 0.0220
C 2.656 1.926 -2.872 -0.09 -0.05 0.00 -2.0298
C 1.311 1.813 -3.545 0.04 0.14 0.05 1.7257
C 1.069 2.670 -4.617 0.01 -0.06 0.08 -0.7779
C -0.147 2.684 -5.274 -0.05 -0.09 0.06 -0.8951
C -1.143 1.830 -4.827 -0.02 0.10 -0.04 -0.7829
C -0.946 0.960 -3.761 -0.31 -0.12 -0.21 0.9278
C -2.083 0.060 -3.360 0.06 0.07 -0.10 -1.0222
C 0.297 0.923 -3.116 0.20 0.08 0.05 -0.4953
N 0.503 0.081 -2.007 0.07 -0.42 0.01 0.4775
C 1.664 -0.618 -1.979 0.02 0.08 -0.16 -0.2975
O 2.421 -0.892 -2.911 0.00 0.10 0.01 -0.7498
C 2.047 -1.102 -0.602 0.19 -0.18 0.14 0.1083
C 3.217 -1.783 -0.310 -0.03 0.03 -0.08 -0.4968
C 3.397 -2.260 0.981 0.10 -0.05 0.02 -0.6092
C 2.392 -2.118 1.927 -0.07 -0.01 0.07 -0.7655
C 1.238 -1.449 1.561 0.29 0.00 0.02 0.4734
N 1.148 -0.894 0.355 -0.23 0.13 0.00 0.8491
C 0.003 -1.333 2.412 -0.05 0.04 0.19 0.0177
O 0.076 -1.598 3.620 -0.03 0.03 -0.06 -0.7627
N -1.061 -0.897 1.716 -0.24 -0.06 0.05 0.8355
C -2.305 -0.768 2.395 0.03 -0.17 -0.06 -0.1689
C -2.921 -1.898 2.966 0.02 -0.04 0.00 1.1545
C -2.280 -3.258 2.907 -0.03 0.03 -0.02 -1.5070
C -4.155 -1.757 3.589 0.05 -0.05 0.00 -0.9211
C -4.796 -0.531 3.650 0.00 0.06 -0.02 -0.7573
C -4.194 0.570 3.067 0.00 -0.04 0.01 -0.7509
C -2.957 0.472 2.435 -0.01 0.06 -0.02 1.2487
C -2.371 1.719 1.825 -0.07 -0.03 0.06 -1.2994
H 3.039 2.943 -2.980 0.00 0.00 0.00 0.5178
H 3.372 1.226 -3.306 -0.02 -0.01 -0.01 0.4519
H 2.602 1.689 -1.809 -0.04 0.03 0.06 0.2399
H 1.861 3.344 -4.928 -0.01 -0.01 0.01 0.3623
H -0.321 3.350 -6.110 -0.01 0.00 0.01 0.3755
H -2.111 1.828 -5.316 0.00 0.00 -0.02 0.3181
H -2.947 0.261 -3.995 -0.02 -0.04 -0.06 0.4020
H -2.378 0.199 -2.322 0.01 0.04 0.02 0.0793
H -1.821 -0.997 -3.436 0.03 0.07 -0.02 0.2474
H 3.940 -1.944 -1.097 -0.03 0.02 -0.02 0.5725
H 4.309 -2.786 1.238 -0.01 0.00 0.00 0.4003
H 2.465 -2.532 2.923 -0.03 0.02 0.00 0.5791
H -1.816 -3.432 1.935 0.00 0.01 0.01 0.1896
H -3.024 -4.036 3.082 0.00 0.01 -0.01 0.4752
H -1.493 -3.340 3.657 0.01 0.00 0.01 0.2646
H -4.624 -2.634 4.024 0.01 0.00 -0.01 0.3775
H -5.761 -0.439 4.133 0.01 0.01 0.00 0.3788
H -4.690 1.535 3.090 0.01 0.00 0.00 0.4170
H -3.127 2.244 1.238 -0.01 -0.01 -0.01 0.5574
H -1.519 1.526 1.181 0.00 0.00 -0.03 -0.4465
H -2.027 2.406 2.605 -0.01 -0.01 -0.01 0.1597
C -1.450 -2.081 -0.899 -0.30 0.55 0.20 -0.7330
H -1.008 -2.599 -1.759 -0.10 0.03 -0.07 0.2429
H -1.889 -2.775 -0.175 0.11 -0.08 -0.01 -0.0289
C 1.411 2.635 5.119 0.03 -0.01 0.00 -0.7222
C 0.415 1.661 4.523 0.01 0.00 -0.03 -0.4798
N 0.663 1.561 3.100 0.08 0.05 -0.02 0.6381
C 0.942 2.650 2.301 0.07 -0.10 0.08 -0.0629
N 0.690 2.550 1.051 -0.03 0.11 -0.18 0.0989
C 0.987 3.666 0.171 -0.08 0.02 0.18 -0.3987
C 2.061 4.590 0.723 0.04 -0.02 0.00 -0.7169
C 1.702 4.941 2.153 0.00 -0.01 0.03 -0.7368
N 1.569 3.726 2.935 -0.07 0.01 0.01 0.1506
C 1.331 3.941 4.352 0.01 0.00 -0.03 -0.7116
H 2.420 2.225 5.035 -0.01 0.01 0.00 0.3114
H 1.194 2.808 6.174 0.00 0.00 0.01 0.4036
H -0.607 2.009 4.737 -0.03 0.00 -0.01 0.2422
H 0.512 0.663 4.948 -0.01 -0.01 0.00 0.3350
H 0.101 0.887 2.599 -0.02 0.02 0.01 -0.6856
H 0.068 4.240 -0.005 -0.02 0.00 0.01 0.2625
H 1.276 3.275 -0.799 0.08 -0.11 -0.19 -0.1923
H 2.152 5.496 0.120 -0.01 0.00 -0.01 0.4382
H 3.029 4.079 0.712 -0.01 0.01 0.00 0.2834
H 0.766 5.522 2.170 -0.01 0.02 0.00 0.3169
H 2.474 5.557 2.620 0.01 0.00 0.01 0.3850
H 0.345 4.405 4.519 -0.01 0.02 0.00 0.3177
H 2.082 4.650 4.710 0.02 0.00 0.00 0.3718
```
Forces are in eV/Å.

Calculated values
* HOMO energy: -3.65 eV
* energy above the lowest of the compared OMol25 structures with the same formula, charge and spin: 0.000 eV
* HOMO-LUMO gap: 6.3 eV
* calculated total energy: -1792.52207 hartree
* net charge: -1


Entry 2:
C4H6OS2 | the ωB97M-V functional and the def2-TZVPD basis

The geometry in XYZ format:
```
13
Properties=species:S:1:pos:R:3:forces:R:3:mulliken_charge:R:1
C 2.258 0.545 0.253 0.31 3.19 1.23 0.1699
C -0.266 -0.704 -0.215 -0.48 0.55 -2.96 -0.1635
C -0.797 -0.327 1.082 -0.74 -1.08 1.32 -0.6936
C -0.999 0.421 -0.972 2.50 2.00 -2.51 -0.4763
H 3.455 0.396 0.893 -3.41 0.72 -2.08 0.2264
H -0.884 -1.597 -0.563 1.88 0.28 0.39 0.3105
H -0.696 -1.265 1.651 -1.12 0.67 0.78 0.3465
H -0.201 0.465 1.561 -0.97 0.21 -0.22 0.3649
H -0.402 1.418 -0.791 -1.70 -1.77 0.11 0.2486
H -0.974 0.371 -2.142 -0.86 -0.35 2.13 0.3546
O 1.596 1.588 0.085 2.87 -2.01 1.14 -0.4535
S 1.593 -0.928 -0.237 -0.75 -2.49 -0.42 -0.1112
S -2.483 0.171 0.100 2.47 0.06 1.07 -0.1233
```
Forces are in eV/Å.

Calculated values
* HOMO energy: -9.16 eV
* energy above the lowest of the compared OMol25 structures with the same formula, charge and spin: 3.261 eV
* HOMO-LUMO gap: 9.4 eV
* calculated total energy: -1027.51172 hartree


Entry 3:
C2H7OS2 | the ωB97M-V functional and the def2-TZVPD basis

The geometry in XYZ format:
```
12
Properties=species:S:1:pos:R:3:forces:R:3:mulliken_charge:R:1
C 0.858 -0.047 1.765 -0.04 -0.88 1.52 -0.0023
O 1.510 -0.882 2.380 -1.18 0.71 -0.74 -0.5295
H 1.280 0.724 1.193 1.51 1.14 -1.21 0.2371
H -1.161 -2.273 0.894 -1.42 0.34 -0.45 -0.0754
H -0.223 0.191 1.752 -0.28 -1.05 0.49 0.2208
C 0.210 0.418 -1.852 1.98 -1.35 -0.18 -0.5915
S -1.409 0.905 -1.209 -0.09 -0.05 -0.02 -0.1812
S -0.999 2.318 0.272 0.02 -0.13 -0.37 -0.6876
H 0.694 1.178 -2.588 -0.74 -1.29 1.40 0.2287
H 0.257 -0.661 -2.304 -0.74 1.96 0.24 0.2387
H 0.868 0.198 -0.949 -0.45 0.95 -1.13 0.0647
H -1.885 -2.070 0.645 1.44 -0.36 0.46 0.0775
```
Forces are in eV/Å.

Calculated values
* HOMO energy: -2.54 eV
* energy above the lowest of the compared OMol25 structures with the same formula, charge and spin: 2.165 eV
* HOMO-LUMO gap: 6.3 eV
* calculated total energy: -951.98125 hartree
* net charge: -1


Entry 4:
C6H16N3O6PtS | the ωB97M-V functional and the def2-TZVPD basis

The geometry in XYZ format:
```
33
Properties=species:S:1:pos:R:3:forces:R:3:mulliken_charge:R:1
Pt -0.923 0.217 -0.661 -1.67 -2.17 -2.35 0.8115
N -2.161 0.757 -2.297 -0.32 1.18 -0.16 -0.7806
C -3.021 -0.354 -2.749 2.19 -0.23 -1.42 -0.3214
C -2.752 -1.685 -2.015 1.80 0.14 1.56 0.4863
O -3.474 -2.676 -2.019 0.08 0.96 -0.55 -0.6976
O -1.621 -1.616 -1.313 -1.04 -1.80 -0.83 -0.7378
H -2.670 1.815 -1.504 -0.08 -0.59 -0.79 0.5644
H -1.735 1.377 -3.012 -0.50 -1.20 0.20 0.2168
H -2.823 -0.586 -3.848 -0.73 0.38 1.21 0.2428
H -4.004 -0.101 -2.516 -2.03 0.23 -0.28 0.2423
N 1.738 -2.296 1.963 -0.08 -0.56 0.63 -0.5446
C 3.022 -1.577 1.717 -0.99 -1.24 -1.15 -0.7811
C 3.008 -0.919 0.300 0.94 0.27 1.45 -0.5370
C 2.242 0.407 0.253 -1.06 0.64 -0.65 -0.4706
C 1.179 0.703 1.363 -0.43 1.12 -1.33 -0.7368
N -0.083 -0.104 1.181 2.28 0.81 1.10 -0.6372
H 1.695 -2.572 2.967 -0.01 0.13 -1.20 0.1902
H 1.684 -3.159 1.396 0.06 0.69 0.49 0.2039
H 3.794 -2.351 1.727 0.58 0.48 0.28 0.3476
H 3.085 -0.882 2.548 0.62 0.22 -0.20 0.4192
H 2.673 -1.641 -0.443 -0.26 -0.08 0.13 0.3582
H 4.062 -0.688 0.041 -0.43 -0.26 0.09 0.3257
H 1.703 0.452 -0.711 -0.07 -0.08 0.37 0.0454
H 2.948 1.241 0.110 -0.18 -0.14 0.73 0.4583
H 0.866 1.803 1.346 0.48 -1.62 -0.31 0.3399
H 1.555 0.532 2.338 0.59 -0.31 1.06 0.5762
H -0.757 0.307 1.802 -0.51 -0.08 0.45 0.3528
H 0.121 -1.065 1.399 0.01 -0.40 0.38 0.3606
O -2.300 2.325 1.449 -0.63 1.16 -0.88 -0.6648
S -1.925 3.001 0.199 2.18 -0.91 -0.58 1.1988
O -2.898 2.833 -0.982 -0.05 -0.42 1.01 -0.5558
O -0.680 2.097 -0.261 -0.33 4.81 1.01 -0.6367
O -1.547 4.406 0.233 -0.38 -1.09 0.53 -0.6387
```
Forces are in eV/Å.

Calculated values
* HOMO energy (alpha / beta): -1.98 / -4.94 eV
* energy above the lowest of the compared OMol25 structures with the same formula, charge and spin: 0.000 eV
* HOMO-LUMO gap (alpha / beta): 4.5 / 7.4 eV
* calculated total energy: -1371.41105 hartree
* 2S+1: 3
* net charge: -1